Entry 1:
Entry from the Open Molecules 2025 dataset: one molecule with the formula C3H6N4 at a distorted geometry (ωB97M-V/def2-TZVPD).

```
! wB97M-V def2-TZVPD RIJCOSX def2/J DEFGRID3
* xyz 0 3
C -0.75 -0.32 1.08
C 0.80 0.60 -1.00
C 1.36 -0.47 -0.23
N -1.32 0.14 0.10
N 1.40 1.39 -1.77
N -0.56 0.51 -1.00
N -1.21 -0.80 2.20
H 2.24 -0.33 0.35
H 1.09 -1.36 -0.73
H 0.86 1.98 -2.38
H -0.94 1.09 -1.69
H -2.21 -0.92 2.26
H -0.77 -1.52 2.79
*
```

Properties
**HOMO-LUMO gap (alpha / beta)**: 8.044 / 6.507 eV
**E_LUMO (alpha / beta)**: 1.0 / -1.5 eV
**Largest force on an atom**: 2.9 eV/A
**HOMO (alpha / beta)**: -7.09 / -8.03 eV
**Calculated total energy**: -9162.6383 eV

=====

Entry 2:
Entry from the Open Molecules 2025 dataset: one molecule with the formula C3H6N4O at a distorted geometry (ωB97M-V/def2-TZVPD).

```
! wB97M-V def2-TZVPD RIJCOSX def2/J DEFGRID3
* xyz 0 1
C -2.50 -0.77 -0.04
C -1.24 -0.14 -0.35
C 0.87 -0.49 -0.06
H -2.45 -1.72 0.62
H -2.75 -1.21 -1.04
H -3.42 -0.04 0.17
H 1.99 2.11 -0.55
H 1.86 1.14 1.27
H 1.89 -1.85 -0.10
N -0.82 1.12 -0.18
N 0.50 0.80 -0.11
N 1.51 1.72 0.39
N 2.02 -0.94 0.47
O -0.29 -1.13 -0.20
*
```

Properties
**SMILES**: [H]/N=c1\oc(C)nn1N
**HOMO-LUMO gap**: 8.926 eV
**E_LUMO**: 0.5 eV
**Largest force on an atom**: 5.5 eV/A
**HOMO**: -8.41 eV
**Calculated total energy**: -11211.5579 eV

=====

Entry 3:
Entry from the Open Molecules 2025 dataset: one molecule with the formula C3H6N4O at a distorted geometry (ωB97M-V/def2-TZVPD).

```
! wB97M-V def2-TZVPD RIJCOSX def2/J DEFGRID3
* xyz 0 1
C 2.96 -0.33 -1.77
C 1.83 -0.71 -1.01
C -2.30 1.20 1.56
N 1.10 -0.48 -0.01
N -0.12 -1.06 0.02
N -1.10 -0.48 0.51
N -1.25 0.76 0.74
O 1.83 -1.15 -2.28
H 3.00 0.67 -2.14
H 3.79 -0.89 -1.66
H -1.95 0.85 2.53
H -2.58 2.22 1.26
H -3.20 0.47 1.40
H -2.03 -1.08 0.86
*
```

Properties
**HOMO-LUMO gap (alpha / beta)**: 8.628 / 8.628 eV
**E_LUMO (alpha / beta)**: 0.8 / 0.8 eV
**Largest force on an atom**: 4.4 eV/A
**HOMO (alpha / beta)**: -7.83 / -7.83 eV
**Calculated total energy**: -11209.5429 eV

=====

Entry 4:
Entry from the Open Molecules 2025 dataset: C3H6N4O as an isolated structure at a distorted geometry (ωB97M-V/def2-TZVPD).

```
! wB97M-V def2-TZVPD RIJCOSX def2/J DEFGRID3
* xyz 0 1
C -1.02 -2.26 -0.16
C -0.36 -0.85 -0.31
C 0.62 0.69 0.70
H -1.72 -2.10 -1.23
H -0.44 -3.21 -0.14
H -1.79 -2.31 0.69
H 1.75 2.25 -0.31
H -0.04 2.70 -1.19
H 1.10 0.94 2.35
N -0.30 0.05 -1.20
N 0.16 1.02 -0.55
N 0.93 1.93 -1.16
N 1.00 1.62 1.62
O 0.13 -0.46 0.89
*
```

Properties
**HOMO-LUMO gap**: 8.842 eV
**E_LUMO**: 0.6 eV
**Largest force on an atom**: 7.2 eV/A
**HOMO**: -8.27 eV
**Calculated total energy**: -11210.3279 eV

=====

Entry 5:
Entry from the Open Molecules 2025 dataset: a 2-piece molecular cluster, C3H6N4O overall at a distorted geometry (ωB97M-V/def2-TZVPD).

```
! wB97M-V def2-TZVPD RIJCOSX def2/J DEFGRID3
* xyz 0 1
C 0.16 0.42 0.70
C -0.72 -1.66 -0.41
N 0.87 -0.07 1.77
C 1.65 -0.05 -1.07
O -1.73 1.29 -0.23
N -1.02 0.86 0.92
N 0.91 0.77 -0.48
N -1.48 -1.40 -1.26
H -2.55 1.63 0.15
H 0.38 -0.11 2.65
H 1.84 0.22 1.83
H -2.24 -1.12 -1.84
H 1.77 -1.09 -0.75
H 2.18 0.30 -1.96
*
```

Properties
**HOMO-LUMO gap**: 9.324 eV
**E_LUMO**: 1.0 eV
**Largest force on an atom**: 2.1 eV/A
**HOMO**: -8.36 eV
**Calculated total energy**: -11212.2099 eV

=====

Entry 6:
Entry from the Open Molecules 2025 dataset: one molecule with the formula C3H6N4O at a distorted geometry (ωB97M-V/def2-TZVPD).

```
! wB97M-V def2-TZVPD RIJCOSX def2/J DEFGRID3
* xyz 0 1
C 0.59 0.71 0.03
C -1.36 -0.11 0.03
C 0.74 -0.66 0.11
H 2.38 0.94 -0.24
H 1.76 2.20 0.69
H -0.96 1.70 -0.37
H -3.07 -0.92 -0.24
H 1.92 -1.75 -0.93
H 1.85 -2.05 0.71
N 1.60 1.66 -0.30
N -0.76 1.04 0.42
N -2.64 0.03 -0.26
N 1.85 -1.38 -0.04
O -0.51 -1.16 0.07
*
```

Properties
**SMILES**: [H]/N=c1/[nH]c(N)c(N)o1
**HOMO-LUMO gap**: 8.413 eV
**E_LUMO**: 0.6 eV
**Largest force on an atom**: 6.8 eV/A
**HOMO**: -7.86 eV
**Calculated total energy**: -11213.7810 eV

=====

Entry 7:
Entry from the Open Molecules 2025 dataset: one molecule with the formula C3H6N4O at a distorted geometry (ωB97M-V/def2-TZVPD).

```
! wB97M-V def2-TZVPD RIJCOSX def2/J DEFGRID3
* xyz 0 1
N 0.28 0.32 -0.03
C -0.57 -0.73 0.00
C 1.68 0.20 -0.06
N 2.29 1.40 -0.35
C -2.96 -0.39 0.02
N -1.81 0.07 -0.21
N 2.36 -0.84 0.19
O -0.51 -1.86 0.41
H -0.71 1.03 -0.31
H 3.28 1.41 -0.17
H 1.80 2.24 -0.09
H 1.79 -1.66 0.37
H -3.83 0.19 -0.22
H -3.07 -1.39 0.45
*
```

Properties
**SMILES**: [H]/N=C(/N)NC(=O)N=C
**HOMO-LUMO gap**: 8.945 eV
**E_LUMO**: -0.2 eV
**Largest force on an atom**: 2.9 eV/A
**HOMO**: -9.15 eV
**Calculated total energy**: -11214.6433 eV

=====

Entry 8:
Entry from the Open Molecules 2025 dataset: C3H6N4O as an isolated structure at a distorted geometry (ωB97M-V/def2-TZVPD).

```
! wB97M-V def2-TZVPD RIJCOSX def2/J DEFGRID3
* xyz 0 1
C -0.26 -0.85 0.56
C -1.67 -0.47 0.94
C 0.13 0.58 0.03
H -0.36 -1.40 -1.20
H 1.03 -2.03 -0.70
H 0.44 -0.75 1.53
H -2.65 -1.12 0.83
H 1.44 -0.15 -0.96
H 1.14 2.79 -0.37
N 0.08 -1.87 -0.49
N -1.90 0.86 0.91
N -0.60 1.63 0.55
N 1.38 0.78 -0.46
O 1.79 2.00 -1.17
*
```

Properties
**HOMO-LUMO gap**: 8.888 eV
**E_LUMO**: 0.0 eV
**Largest force on an atom**: 6.4 eV/A
**HOMO**: -8.89 eV
**Calculated total energy**: -11209.0257 eV

=====

Entry 9:
Entry from the Open Molecules 2025 dataset: one molecule with the formula C3H6N4O at a distorted geometry (ωB97M-V/def2-TZVPD).

```
! wB97M-V def2-TZVPD RIJCOSX def2/J DEFGRID3
* xyz 0 1
C -1.38 0.73 0.63
C -0.27 0.11 -0.13
C -0.67 -0.90 -1.07
N 0.79 1.39 -0.82
N 1.83 1.21 -0.26
N 0.74 -0.48 0.72
N 1.86 0.36 0.70
O -2.56 0.77 0.33
H -0.92 1.06 1.56
H -1.83 -0.86 -1.29
H -0.43 -1.92 -0.60
H -0.19 -0.96 -2.09
H 0.28 -0.39 1.68
H 2.75 -0.12 0.65
*
```

Properties
**SMILES**: C[C@]1(C=O)N=NNN1
**HOMO-LUMO gap**: 9.781 eV
**E_LUMO**: 0.2 eV
**Largest force on an atom**: 5.1 eV/A
**HOMO**: -9.60 eV
**Calculated total energy**: -11211.9604 eV

=====

Entry 10:
Entry from the Open Molecules 2025 dataset: one molecule with the formula C3H6N4O at a distorted geometry (ωB97M-V/def2-TZVPD).

```
! wB97M-V def2-TZVPD RIJCOSX def2/J DEFGRID3
* xyz 0 1
C -0.62 -0.35 0.04
C 1.14 1.20 0.14
C 1.99 0.03 -0.25
H -2.14 1.02 -0.03
H -2.36 -1.46 0.49
H 1.39 2.05 -0.54
H 1.18 1.44 1.22
H 2.99 0.25 -0.65
H -0.28 -2.14 -0.06
N -1.94 -0.73 -0.18
N -0.32 0.90 -0.05
N 1.56 -1.22 -0.21
N 0.28 -1.33 0.25
O -2.85 0.34 -0.19
*
```

Properties
**SMILES**: ONC1=NCC=NN1
**HOMO-LUMO gap**: 10.067 eV
**E_LUMO**: 0.9 eV
**Largest force on an atom**: 3.5 eV/A
**HOMO**: -9.19 eV
**Calculated total energy**: -11212.8690 eV

=====

Entry 11:
Entry from the Open Molecules 2025 dataset: C3H6N4O as an isolated structure at a distorted geometry (ωB97M-V/def2-TZVPD).

```
! wB97M-V def2-TZVPD RIJCOSX def2/J DEFGRID3
* xyz 0 1
C 1.88 0.45 -0.06
C 0.86 1.43 -0.07
C -0.37 0.77 -0.39
H -1.90 -1.25 0.43
H 0.43 -1.43 1.58
H 1.23 -1.73 -0.14
H 3.16 0.44 0.32
H 1.21 2.54 0.11
H -3.42 0.37 -0.39
N -0.35 -1.48 0.19
N -0.01 -0.52 -0.72
N 1.32 -0.68 -0.60
N -1.60 1.13 0.07
O -2.44 -0.06 -0.33
*
```

Properties
**HOMO-LUMO gap**: 7.611 eV
**E_LUMO**: 0.0 eV
**Largest force on an atom**: 7.4 eV/A
**HOMO**: -7.59 eV
**Calculated total energy**: -11204.3809 eV

=====

Entry 12:
Entry from the Open Molecules 2025 dataset: a 2-piece molecular cluster, C3H6N4O overall at a distorted geometry (ωB97M-V/def2-TZVPD).

```
! wB97M-V def2-TZVPD RIJCOSX def2/J DEFGRID3
* xyz 0 1
C 1.44 -0.78 0.45
C -0.33 0.29 -0.42
C -2.71 1.01 0.20
H 3.22 -1.21 -0.84
H 2.84 0.76 0.28
H 0.51 -2.25 1.21
H 0.28 0.11 -1.27
H -1.77 1.19 -1.56
H -2.54 0.32 1.21
N 2.43 -0.24 -0.22
N 1.50 -2.01 0.93
N 0.25 0.03 0.72
N -1.57 0.89 -0.60
O -3.55 1.88 -0.08
*
```

Properties
**HOMO-LUMO gap**: 9.401 eV
**E_LUMO**: 0.0 eV
**Largest force on an atom**: 6.3 eV/A
**HOMO**: -9.37 eV
**Calculated total energy**: -11212.7163 eV